Formula: C17H18N2O5
Source: the Open Molecules 2025 dataset
Level of theory: ωB97M-V/def2-TZVPD

Last column: Mulliken charge in e.
Element x y z (Å)
C: -8.91631 -0.74668 0.72376  -0.830
O: -8.11938 0.31196 0.25409  -0.434
C: -6.76966 0.12067 0.17157  0.664
C: -6.10348 -1.04962 0.52114  -0.124
C: -4.73006 -1.12827 0.39405  -0.861
C: -3.99059 -0.05000 -0.08098  0.262
O: -2.63602 -0.24142 -0.15963  -0.277
C: -1.85188 0.79935 -0.69047  -0.399
C: -0.41922 0.27431 -0.78419  0.430
O: -0.08834 -0.67488 -1.45134  -0.634
O: 0.36658 1.02097 -0.03199  -0.139
N: 1.77307 0.91430 -0.03066  -0.664
C: 2.37780 -0.20219 0.13159  0.606
N: 1.84647 -1.43027 0.34263  -0.440
C: 3.84993 -0.08094 0.17912  0.397
C: 4.67206 -1.08084 -0.32463  -0.950
C: 6.05049 -0.96174 -0.28317  -0.469
C: 6.63425 0.17184 0.27268  0.917
O: 7.96969 0.39183 0.37281  -0.447
C: 8.85700 -0.58297 -0.12120  -0.834
C: 5.80891 1.18465 0.77175  -0.602
C: 4.44067 1.06150 0.72051  -0.394
C: -4.65429 1.12124 -0.42842  -0.173
C: -6.02768 1.19928 -0.30212  -0.764
H: -9.94003 -0.37586 0.70385  0.236
H: -8.83897 -1.62722 0.07733  0.334
H: -8.65346 -1.02506 1.74974  0.334
H: -6.63996 -1.90812 0.89255  0.365
H: -4.20662 -2.03227 0.66145  0.384
H: -1.86951 1.68814 -0.04755  0.422
H: -2.18176 1.06206 -1.70552  0.325
H: 2.48007 -2.21094 0.38108  0.225
H: 0.92166 -1.62932 -0.01216  0.224
H: 4.24751 -1.95911 -0.79102  0.350
H: 6.65512 -1.75549 -0.69283  0.400
H: 9.85612 -0.19187 0.06368  0.238
H: 8.72388 -0.73948 -1.19633  0.337
H: 8.73972 -1.53644 0.40367  0.339
H: 6.27618 2.06012 1.19361  0.417
H: 3.80130 1.84204 1.09804  0.447
H: -4.11695 1.98099 -0.79584  0.392
H: -6.55048 2.10370 -0.56965  0.390

## Properties
Relative energy (zero: lowest compared OMol25 entry of this formula, charge and spin)   4.458 eV
M   330.3 g mol⁻¹
Structure (SMILES)   COc1ccc(OCC(=O)O/N=C(\N)c2ccc(OC)cc2)cc1
E   -31136.416 eV
Frontier orbital gap   8.8 eV
HOMO energy   -0.294 hartree
F_max   1.45 eV Å⁻¹

Formula: C25H25N3O4S2
Source: the Open Molecules 2025 dataset
Level of theory: ωB97M-V/def2-TZVPD

Last column: Mulliken charge in e.
Element x y z (Å)
C: -0.50079 3.42832 3.66022  -1.517
C: -0.30740 1.96886 3.38299  0.991
C: 0.91989 1.47494 2.96423  -1.216
C: 1.09898 0.13007 2.69386  -0.017
C: 0.03514 -0.75461 2.82986  -0.144
C: -1.20496 -0.26692 3.23259  -0.158
C: -1.36498 1.07526 3.51351  -1.032
H: -2.33174 1.43802 3.83061  0.415
H: -2.02669 -0.95468 3.34334  0.535
N: 0.15191 -2.13900 2.56639  0.062
S: -0.03681 -3.14358 3.91811  1.314
O: 0.12446 -4.48639 3.44625  -0.707
O: -1.25401 -2.79443 4.57995  -0.675
C: 1.36322 -2.66203 4.91856  0.169
C: 2.54780 -3.36299 4.80789  -0.310
C: 3.66291 -2.91146 5.49552  -0.602
C: 3.57828 -1.76398 6.26878  -0.433
C: 2.38246 -1.06920 6.36891  -0.679
C: 1.26363 -1.51833 5.68699  -0.316
H: 0.31624 -1.00703 5.74720  0.479
H: 2.32173 -0.17797 6.97439  0.418
H: 4.44971 -1.41027 6.79919  0.398
H: 4.59512 -3.45083 5.42475  0.403
H: 2.57297 -4.25455 4.20112  0.496
C: 1.19850 -2.58194 1.67458  -0.631
H: 1.06106 -3.66039 1.55349  0.662
H: 2.21022 -2.40999 2.06644  0.399
C: 1.09667 -1.90803 0.30362  0.341
O: 2.07871 -1.57026 -0.31966  -0.639
N: -0.19168 -1.76844 -0.09995  0.417
N: -0.71821 -1.18671 -1.20321  -1.043
C: -0.00268 -0.68287 -2.13155  -0.596
C: -0.63931 -0.07148 -3.27981  0.767
C: -2.03168 -0.01300 -3.40584  -0.668
C: -2.61092 0.57527 -4.50391  -0.593
C: -1.81772 1.12818 -5.51409  0.790
C: -0.43277 1.07863 -5.39722  -0.232
C: 0.14282 0.48140 -4.29154  -0.982
H: 1.21956 0.44729 -4.21045  0.367
H: 0.20403 1.50470 -6.15643  0.358
O: -2.49571 1.69053 -6.55396  -0.432
C: -1.78657 2.20804 -7.64853  0.056
C: -2.75452 2.68509 -8.73339  -0.721
H: -2.81145 2.07499 -9.63022  0.329
H: -3.74899 2.87613 -8.33554  0.290
S: -1.83238 4.24767 -8.96418  -0.169
C: -1.10909 3.57079 -7.42745  -0.677
H: -0.02210 3.58293 -7.42562  0.375
H: -1.49706 4.09259 -6.55405  0.332
H: -1.07906 1.46395 -8.03842  0.387
H: -3.68277 0.62514 -4.61367  0.413
H: -2.63728 -0.44034 -2.62326  0.416
H: 1.08454 -0.67692 -2.12005  0.525
H: -0.90884 -2.08903 0.54126  0.377
H: 2.06790 -0.21551 2.37017  0.487
H: 1.75634 2.14904 2.84906  0.363
H: -0.94390 3.91608 2.79158  0.287
H: 0.44863 3.91344 3.87272  0.375
H: -1.17135 3.57582 4.50382  0.394

## Properties
Relative energy (zero: lowest compared OMol25 entry of this formula, charge and spin)   0.000 eV
M   495.6 g mol⁻¹
E   -60660.132 eV
Frontier orbital gap   8.7 eV
HOMO energy   -0.300 hartree
F_max   1.13 eV Å⁻¹